34
Properties=species:S:1:pos:R:3:forces:R:3 method="wB97M-V/def2-TZVPD" spin_multiplicity=5 homo_lumo_gap_ev="5.9 / 6.4" e_lumo_ev="0.40 / -2.25" charge=0
Fe -3.58094 -0.79017 0.15098 1.2 1.2 1.1
O -2.27897 -1.99508 -2.14415 -0.7 0.4 1.5
O -5.15288 -3.10883 0.88616 0.8 1.4 -0.6
O 4.14123 -1.49307 -1.85121 1.0 -0.4 -0.1
O -2.59180 1.14848 1.68201 0.7 0.1 0.1
O -5.54127 0.19945 -1.74699 1.2 -0.7 1.4
O 1.97726 -1.49456 -2.33645 -0.2 0.4 0.3
N 2.92941 0.16182 -0.93735 0.3 -2.3 -2.1
C 0.96326 1.27583 -0.13885 0.0 2.6 -0.1
C -2.50782 0.78060 3.07933 -0.1 0.0 0.0
C -2.77620 -1.59694 -1.17191 2.0 -1.0 -2.9
C -4.52541 -2.16352 0.63500 -1.7 -2.8 1.7
C -0.54528 -0.12821 1.16888 2.9 0.0 0.0
C 2.96881 -0.90415 -1.69688 0.4 2.1 1.7
C -0.14515 1.92628 -0.74214 -2.0 0.1 0.0
C 4.29933 0.43608 -0.51648 -0.2 0.5 -0.1
C -1.43937 1.59124 -0.36852 1.5 1.7 -1.4
C 5.06917 -0.77580 -0.97035 0.3 -0.9 0.0
C 0.73875 0.19845 0.73765 -1.9 -1.9 2.1
C -4.78734 -0.15221 -0.93260 -2.4 1.8 -2.4
C -1.58909 0.76471 0.78674 -2.5 -1.8 0.7
H -1.67959 0.09508 3.31970 -0.3 0.4 -0.3
H -2.33466 1.98808 -0.84385 0.3 0.1 -0.1
H -2.40052 1.72026 3.62958 0.0 -0.3 0.1
H 4.35517 0.56388 0.56887 0.0 0.1 -0.1
H 1.93622 1.75921 -0.24209 -0.9 -0.2 0.4
H 5.97907 -0.54065 -1.52459 -0.2 -0.2 0.0
H 0.00288 2.70418 -1.49836 0.1 -0.4 0.2
H -0.76420 -0.98477 1.81648 0.4 0.2 -0.4
H 1.57656 -0.38990 1.10637 -0.1 0.0 -0.2
H 1.15563 -1.00742 -2.13716 0.3 -0.2 -0.1
H 4.69904 1.34029 -1.00095 -0.3 0.0 0.2
H -3.45507 0.29309 3.34936 0.2 0.2 -0.1
H 5.30378 -1.42177 -0.11621 0.0 -0.1 -0.4